1.
Entry from the OMol25 dataset: a structure of composition C4H4F2S (ωB97M-V/def2-TZVPD).

Each line ends with the Mulliken charge.
Element x y z (Å)
C  -0.13  1.24  0.19  -0.334
C  -0.68  0.62  1.24  -0.189
C  0.39  0.37  -0.92  0.032
C  0.22  -1.43  -0.13  0.017
F  -0.28  0.44  -2.13  -0.259
F  1.45  -1.95  0.01  -0.242
S  -0.72  -1.16  1.28  -0.138
H  -0.25  2.35  0.24  0.290
H  -1.11  1.17  2.13  0.305
H  1.56  0.29  -1.10  0.219
H  -0.44  -1.94  -0.80  0.299

## Properties
electronic energy	-20480.6052	eV
lowest unoccupied orbital energy	0.839	eV
HOMO level	-9.0	eV
multiplicity	1
frontier orbital gap	9.83	eV

***

2.
Entry from the OMol25 dataset: a structure of composition C9H14HgPS (ωB97M-V/def2-TZVPD).

Each line ends with the Löwdin spin population.
Element x y z (Å)
Hg  -0.35  0.05  -0.30  0.088
S  0.24  -0.26  2.84  0.603
C  1.03  1.14  3.48  0.052
C  2.43  1.20  3.54  0.073
C  3.06  2.32  4.06  -0.008
C  2.30  3.38  4.53  0.091
C  0.91  3.33  4.48  -0.008
C  0.27  2.22  3.96  0.073
H  3.01  0.36  3.17  0.001
H  4.14  2.36  4.10  -0.002
H  2.79  4.25  4.94  0.005
H  0.33  4.17  4.85  -0.002
H  -0.80  2.17  3.91  0.001
C  -2.43  -3.37  -3.66  0.003
P  -1.54  -2.03  -2.74  0.017
C  -2.17  -0.57  -3.67  0.004
C  0.12  -2.21  -3.51  0.002
H  -2.29  -3.28  -4.74  0.001
H  -3.49  -3.32  -3.42  0.000
H  -2.05  -4.33  -3.33  0.000
H  -2.07  -0.72  -4.75  0.000
H  -1.62  0.32  -3.37  0.004
H  -3.22  -0.43  -3.42  0.000
H  0.07  -2.15  -4.60  0.000
H  0.54  -3.17  -3.22  0.000
H  0.78  -1.42  -3.14  0.002

## Properties
electronic energy	-33858.2836	eV
lowest unoccupied orbital energy (alpha / beta)	0.715 / -2.030	eV
HOMO level (alpha / beta)	-7.8 / -8.1	eV
multiplicity	2
expectation value of S²	0.773
frontier orbital gap (alpha / beta)	8.52 / 6.05	eV

***

3.
Entry from the OMol25 dataset: a structure of composition C44H128O21V (ωB97M-V/def2-TZVPD).

Each line ends with the Löwdin spin population.
Element x y z (Å)
V  2.44  20.66  10.66  2.821
C  4.35  17.42  8.47  0.001
C  3.13  17.43  9.32  0.002
C  3.35  16.37  10.42  0.001
O  2.58  18.67  9.71  0.040
H  5.23  17.65  9.07  0.000
H  4.29  18.04  7.58  0.000
H  4.43  16.39  8.11  0.000
H  2.36  16.96  8.71  0.000
H  2.40  16.14  10.88  0.000
H  4.06  16.71  11.18  0.000
H  3.74  15.43  10.03  0.000
C  1.56  23.08  13.65  0.001
C  1.16  23.20  12.17  0.004
C  0.48  24.59  11.93  -0.001
O  2.09  22.78  11.23  0.030
H  0.84  23.52  14.33  0.000
H  2.46  23.66  13.87  0.000
H  1.78  22.06  13.98  0.000
H  0.30  22.54  12.14  0.001
H  1.26  25.34  11.83  0.000
H  -0.16  24.89  12.75  0.000
H  -0.18  24.57  11.06  0.000
C  6.56  13.30  8.36  0.000
C  5.97  12.85  9.65  0.000
O  5.88  11.42  9.66  0.000
H  7.50  12.81  8.09  0.000
H  6.84  14.36  8.36  0.000
H  5.88  13.17  7.52  0.000
H  4.92  13.10  9.79  0.000
H  6.43  13.28  10.54  0.000
H  5.53  11.14  10.51  0.000
C  8.38  21.85  10.08  0.000
C  9.60  21.00  10.52  0.000
O  9.81  21.32  11.85  0.000
H  8.30  21.82  8.99  0.000
H  8.49  22.90  10.34  0.000
H  7.48  21.50  10.59  0.000
H  10.43  21.38  9.94  0.000
H  9.40  19.94  10.33  0.000
H  9.37  20.68  12.42  0.000
C  -1.43  18.26  6.31  0.000
C  -0.15  17.71  6.97  0.000
O  -0.28  18.21  8.27  0.000
H  -2.30  17.77  6.75  0.000
H  -1.38  18.11  5.23  0.000
H  -1.52  19.33  6.50  0.000
H  0.73  18.09  6.45  0.000
H  -0.04  16.62  6.99  0.000
H  0.53  18.00  8.74  0.000
C  2.03  17.42  17.57  0.000
C  3.22  18.23  16.99  0.000
O  2.82  19.55  16.93  0.000
H  1.23  17.30  16.84  0.000
H  1.66  17.81  18.52  0.000
H  2.38  16.40  17.76  0.000
H  3.48  17.92  15.98  0.000
H  4.08  18.12  17.64  0.000
H  3.64  20.04  16.95  0.000
C  6.62  12.59  13.47  0.000
C  5.87  11.88  14.56  0.000
O  5.66  12.76  15.65  0.000
H  6.85  11.83  12.72  0.000
H  7.55  13.03  13.82  0.000
H  6.03  13.30  12.88  0.000
H  6.52  11.10  14.96  0.000
H  4.98  11.36  14.22  0.000
H  5.25  12.19  16.30  0.000
C  -0.53  15.23  4.55  0.000
C  0.83  15.77  4.12  0.000
O  0.57  16.56  2.99  0.000
H  -0.86  14.46  3.85  0.000
H  -1.25  16.04  4.68  0.000
H  -0.44  14.79  5.54  0.000
H  1.49  14.96  3.82  0.000
H  1.25  16.33  4.95  0.000
H  1.45  16.88  2.76  0.000
C  2.55  13.34  7.75  0.000
C  1.83  12.56  6.62  0.000
O  0.66  12.00  7.10  0.000
H  2.61  12.78  8.68  0.000
H  2.04  14.25  8.08  0.000
H  3.58  13.67  7.57  0.000
H  2.42  11.76  6.17  0.000
H  1.65  13.18  5.73  0.000
H  0.28  11.40  6.45  0.000
C  -3.80  17.33  9.51  0.000
C  -4.01  18.73  8.92  0.000
O  -2.88  19.49  9.02  0.000
H  -4.59  16.60  9.33  0.000
H  -3.77  17.33  10.60  0.000
H  -2.87  16.88  9.17  0.000
H  -4.72  19.29  9.54  0.000
H  -4.34  18.54  7.90  0.000
H  -2.14  19.05  8.60  0.000
C  -0.76  14.55  9.32  0.000
C  -0.42  13.70  10.50  0.000
O  -0.43  14.45  11.69  0.000
H  -0.47  14.06  8.39  0.000
H  -0.22  15.50  9.38  0.000
H  -1.83  14.75  9.26  0.000
H  0.57  13.27  10.32  0.000
H  -1.19  12.94  10.60  0.000
H  -1.24  14.98  11.75  0.000
C  7.83  17.51  6.80  0.000
C  8.57  18.70  6.11  0.000
O  8.28  19.77  6.95  0.000
H  8.30  17.26  7.76  0.000
H  7.91  16.64  6.16  0.000
H  6.78  17.73  6.98  0.000
H  8.18  18.91  5.12  0.000
H  9.65  18.54  6.03  0.000
H  8.60  20.56  6.51  0.000
C  4.69  21.28  6.97  0.000
C  4.99  21.14  8.45  0.001
O  3.89  21.64  9.18  0.016
H  4.59  22.34  6.70  0.000
H  3.74  20.82  6.68  0.000
H  5.42  20.79  6.33  0.000
H  5.87  21.69  8.80  0.000
H  5.14  20.10  8.72  0.000
H  3.91  22.60  9.14  0.001
C  2.78  10.53  11.42  0.000
C  3.87  9.55  11.03  0.000
O  4.94  9.81  11.83  0.000
H  2.34  10.26  12.38  0.000
H  1.98  10.60  10.68  0.000
H  3.16  11.55  11.52  0.000
H  4.14  9.65  9.98  0.000
H  3.64  8.51  11.25  0.000
H  5.39  8.96  11.83  0.000
C  5.10  14.89  5.09  0.000
C  4.43  13.62  4.53  0.000
O  5.29  12.95  3.59  0.000
H  6.03  14.62  5.60  0.000
H  4.45  15.36  5.83  0.000
H  5.27  15.64  4.32  0.000
H  3.46  13.92  4.15  0.000
H  4.24  12.84  5.26  0.000
H  5.13  12.01  3.68  0.000
C  -0.41  17.83  11.96  0.001
C  -0.15  19.35  11.91  0.005
O  1.17  19.62  12.18  0.026
H  -1.38  17.61  11.51  0.000
H  -0.39  17.46  12.98  0.000
H  0.29  17.31  11.29  0.000
H  -0.77  19.94  12.58  0.000
H  -0.28  19.67  10.87  0.002
H  1.22  19.55  13.14  0.001
C  4.38  18.99  13.78  0.001
C  5.04  19.52  12.46  0.002
O  4.26  20.60  12.07  0.023
H  4.96  18.16  14.18  0.000
H  3.34  18.71  13.61  0.000
H  4.31  19.76  14.55  0.000
H  5.03  18.74  11.69  0.000
H  6.08  19.84  12.50  0.000
H  4.55  21.38  12.55  0.001
C  0.82  22.30  6.91  0.000
C  0.26  21.94  8.28  0.001
O  0.96  20.89  8.90  0.017
H  1.84  22.70  6.98  0.000
H  0.25  23.04  6.35  0.000
H  0.82  21.42  6.26  0.000
H  -0.77  21.62  8.17  0.000
H  0.32  22.80  8.95  0.000
H  0.69  20.13  8.39  0.001
C  2.72  15.11  14.08  0.000
C  2.66  13.84  13.22  0.000
O  1.41  13.15  13.26  0.000
H  1.77  15.64  14.04  0.000
H  3.52  15.76  13.75  0.000
H  2.83  14.87  15.14  0.000
H  3.52  13.22  13.48  0.000
H  2.78  13.96  12.14  0.000
H  0.82  13.57  12.63  0.000
C  8.33  16.90  11.57  0.000
C  7.45  16.41  12.70  0.000
O  7.71  17.14  13.83  0.000
H  9.38  16.64  11.66  0.000
H  8.24  17.99  11.49  0.000
H  8.05  16.36  10.67  0.000
H  7.64  15.35  12.82  0.000
H  6.38  16.47  12.48  0.000
H  7.40  16.73  14.64  0.000
C  3.31  19.96  3.42  0.000
C  3.50  18.58  3.88  0.000
O  3.04  17.74  2.86  0.000
H  3.64  20.12  2.40  0.000
H  3.90  20.65  4.02  0.000
H  2.23  20.14  3.40  0.000
H  2.98  18.52  4.84  0.000
H  4.56  18.41  4.11  0.000
H  3.71  17.73  2.17  0.000

## Properties
electronic energy	-116383.3814	eV
lowest unoccupied orbital energy (alpha / beta)	0.305 / 0.304	eV
HOMO level (alpha / beta)	-6.6 / -7.5	eV
multiplicity	4
expectation value of S²	3.754
frontier orbital gap (alpha / beta)	6.93 / 7.84	eV

***

4.
Entry from the OMol25 dataset: a cluster of 2 separate species, C3H10NO2P in total (ωB97M-V/def2-TZVPD).

Each line ends with the Mulliken charge.
Element x y z (Å)
C  -1.40  -1.31  1.08  -0.889
C  -1.31  0.03  0.42  -0.525
C  0.83  0.52  0.22  -0.153
N  1.18  1.88  0.59  -0.631
O  0.43  1.07  -2.46  -0.634
O  0.92  -1.37  -1.67  -0.495
P  1.15  0.20  -1.49  0.549
H  -0.77  -1.92  0.64  0.327
H  -2.40  -1.79  1.23  0.315
H  -1.03  -1.08  2.19  0.218
H  -1.67  0.81  1.18  0.257
H  -1.76  0.17  -0.56  0.363
H  1.34  -0.21  0.91  0.403
H  1.07  1.96  1.59  0.272
H  0.54  2.36  0.08  0.259
H  2.45  0.33  -1.50  0.021
H  0.44  -1.65  -2.44  0.342

## Properties
electronic energy	-18145.6387	eV
lowest unoccupied orbital energy	0.743	eV
HOMO level	-8.6	eV
multiplicity	1
frontier orbital gap	9.34	eV